{
  "formula": "C5H10N2",
  "method": "ωB97M-V/def2-TZVPD",
  "elements": ["N", "N", "C", "C", "C", "C", "C", "H", "H", "H", "H", "H", "H", "H", "H", "H", "H"],
  "xyz": [[-0.68584, 0.30944, -1.07307], [-0.24607, 1.12940, 0.01854], [1.46360, -0.07432, 1.10823], [-0.50028, 0.88354, -2.39874], [-1.43605, 0.81790, 0.66293], [1.01001, -1.34942, 1.67118], [-1.93364, 0.21833, -0.41183], [1.42838, 0.73608, 1.75251], [-2.85087, -0.33010, -0.67592], [0.49562, -1.84085, 0.86849], [-0.48562, 1.97269, -2.31793], [0.41475, 0.43756, -2.72365], [0.31791, -1.13207, 2.41533], [2.12830, -0.27327, 0.29593], [1.82784, -1.81509, 2.06121], [-1.36358, 0.67184, -2.83586], [-1.87299, 0.97538, 1.61871]],
  "forces_ev_per_a": [[0.357, -0.428, 0.029], [2.140, -0.418, 1.198], [-1.396, -0.539, -1.374], [2.339, 1.146, 3.426], [-0.820, 0.184, 0.675], [-1.959, 1.975, -1.779], [-1.314, -1.338, -0.929], [0.766, 1.650, 0.637], [0.579, 0.520, -0.140], [-0.077, -1.069, -0.302], [0.454, 0.062, -0.134], [0.317, 0.126, -1.171], [-1.305, -0.046, 1.597], [0.522, 1.089, -0.445], [2.176, -1.944, 0.936], [-3.246, -1.359, -2.994], [0.467, 0.389, 0.770]],
  "mulliken_charge": [0.20, -0.63, -0.45, -0.95, -0.40, -0.94, -0.18, 0.34, 0.37, 0.26, 0.31, 0.29, 0.30, 0.31, 0.39, 0.37, 0.41],
  "homo_energy_ha": [-0.2948, -0.2771],
  "de_lowest_kcal_mol": 152.7,
  "multiplicity": 1,
  "e_lumo_ev": [0.784, 0.095],
  "homo_lumo_gap_ha": [0.324, 0.281]
}

{
  "formula": "C4H7NO",
  "method": "ωB97M-V/def2-TZVPD",
  "elements": ["O", "N", "C", "C", "C", "C", "H", "H", "H", "H", "H", "H", "H"],
  "xyz": [[1.86376, 1.38768, 1.14149], [-1.38494, -1.11416, -0.28815], [-1.42909, 0.34408, -0.38417], [1.01003, -0.45623, -0.07646], [-0.40786, -0.32515, 0.45196], [1.75100, 0.85051, 0.06622], [2.11672, 1.35435, -0.85787], [0.94787, -0.73727, -1.12850], [-1.13294, 0.75350, -1.34840], [-0.51708, -0.22923, 1.53288], [1.54485, -1.24727, 0.46616], [-2.23787, 0.87856, 0.10960], [-2.12446, -1.45938, 0.31524]],
  "forces_ev_per_a": [[0.223, 0.006, -0.326], [-0.196, -0.204, 0.056], [-0.047, 0.273, -0.074], [-0.027, -0.050, -0.134], [0.136, 0.048, 0.095], [-0.320, 0.231, 0.503], [0.043, -0.193, 0.192], [0.026, -0.097, 0.014], [-0.099, -0.098, 0.110], [0.069, -0.059, -0.264], [-0.043, 0.177, -0.099], [0.159, -0.092, -0.056], [0.077, 0.058, -0.016]],
  "mulliken_charge": [-0.47, -0.59, -0.41, -0.63, -0.03, 0.07, 0.33, 0.31, 0.22, 0.39, 0.29, 0.28, 0.25],
  "homo_energy_ha": -0.3617,
  "de_lowest_kcal_mol": 49.5,
  "multiplicity": 1,
  "e_lumo_ev": 1.058,
  "homo_lumo_gap_ha": 0.401
}

{
  "formula": "C25H28N4O5S",
  "method": "ωB97M-V/def2-TZVPD",
  "elements": ["S", "O", "O", "O", "O", "O", "N", "N", "N", "N", "C", "C", "C", "C", "C", "C", "C", "C", "C", "C", "C", "C", "C", "C", "C", "C", "C", "C", "C", "C", "C", "C", "C", "C", "C", "H", "H", "H", "H", "H", "H", "H", "H", "H", "H", "H", "H", "H", "H", "H", "H", "H", "H", "H", "H", "H", "H", "H", "H", "H", "H", "H", "H"],
  "xyz": [[4.65850, -1.11831, -0.90048], [4.55829, -0.09630, -1.90991], [-4.50175, -2.21389, 0.13340], [-5.27881, -0.11454, 0.01867], [5.60968, -2.16891, -1.11543], [-1.04292, -4.61606, 0.16360], [-1.88394, -2.53889, -0.04200], [4.95112, -0.48719, 0.63621], [-1.68129, 1.30761, -1.40784], [-0.71366, -0.67848, 0.51182], [4.24867, 0.76229, 0.85207], [-0.84274, -3.43552, 0.00560], [6.59125, 1.27764, 0.78546], [-3.00596, -0.44111, -0.41212], [1.17406, 2.26767, 1.50227], [3.03096, -1.81711, -0.64203], [1.52478, -3.07928, 0.70992], [6.35499, -0.24033, 0.93434], [-3.96254, 1.18536, -2.09578], [-1.79128, -1.17196, 0.05664], [2.04962, -1.62203, -1.59584], [0.51585, -2.85395, -0.21977], [0.85276, 3.16763, 0.50248], [-0.32704, 0.63622, 0.53831], [5.22390, 1.84257, 0.38006], [2.78773, -2.55297, 0.50033], [-6.68503, -0.75902, 1.90548], [-4.51748, 2.49417, -1.52890], [-0.07893, 2.81760, -0.46147], [0.78931, -2.14955, -1.38989], [-0.69236, 1.57479, -0.43799], [0.60412, 1.00819, 1.50601], [-6.57125, -0.58904, 0.39753], [-2.85805, 0.65041, -1.22299], [-4.30234, -1.03153, -0.08547], [3.31069, 0.75364, 0.29808], [-5.99841, -1.53069, 2.24435], [-7.26646, 0.17046, 0.03274], [6.91853, 1.70104, 1.73519], [5.01839, 2.81324, 0.82681], [-1.71733, 2.02759, -2.11958], [4.03613, 0.85588, 1.92126], [0.87346, 0.27600, 2.25040], [6.95626, -0.84074, 0.25267], [2.29213, -1.05216, -2.47908], [-6.44534, 0.17448, 2.40932], [-7.69856, -1.05281, 2.16240], [1.30699, -3.65518, 1.59604], [-2.83771, -2.91730, -0.01460], [-4.96678, 2.31086, -0.55739], [-3.73148, 3.23773, -1.41207], [1.31786, 4.14039, 0.46883], [-3.55496, 1.36544, -3.09534], [-0.33655, 3.52254, -1.24083], [6.55043, -0.57327, 1.95786], [7.34953, 1.49124, 0.03547], [5.15317, 1.92205, -0.70398], [3.58770, -2.69900, 1.20798], [-4.76701, 0.45976, -2.18747], [1.88681, 2.53841, 2.26566], [-5.27623, 2.89611, -2.19523], [0.01289, -2.00865, -2.12744], [-6.76236, -1.54320, -0.10438]],
  "forces_ev_per_a": [[-0.220, -0.235, 0.335], [-0.208, 0.053, 0.094], [-0.171, 0.261, 0.033], [0.308, 0.098, -0.024], [0.073, -0.120, 0.200], [0.076, -0.132, 0.073], [-0.709, -0.507, -0.067], [-0.351, -0.692, -0.917], [0.066, 0.072, -0.463], [-0.316, -0.687, 0.186], [-0.345, 0.528, -0.044], [0.161, 0.184, 0.046], [-0.041, 0.026, 0.027], [0.509, 0.256, -0.053], [-0.008, 0.015, 0.068], [0.473, 0.361, 0.001], [-0.114, -0.058, -0.192], [0.662, -0.192, 0.030], [-0.176, 0.208, 0.170], [0.097, 0.730, 0.247], [0.020, 0.091, -0.181], [0.566, -0.305, -0.219], [-0.011, 0.026, -0.080], [-0.075, 0.598, -0.280], [-0.080, 0.011, 0.036], [-0.034, -0.113, 0.115], [0.227, 0.081, -0.346], [-0.009, -0.096, -0.071], [0.004, -0.004, 0.051], [0.131, -0.253, 0.105], [0.236, 0.046, 0.557], [-0.131, 0.193, -0.093], [-0.508, -0.384, 0.171], [-0.297, -0.418, -0.060], [-0.289, -0.122, 0.016], [-0.093, 0.127, 0.164], [0.002, -0.052, 0.054], [0.086, -0.104, 0.001], [0.060, 0.004, -0.023], [-0.016, 0.060, -0.017], [-0.046, -0.208, 0.090], [-0.071, -0.010, -0.029], [0.057, -0.140, 0.048], [0.149, 0.027, 0.185], [-0.061, 0.068, -0.126], [-0.027, 0.071, 0.072], [-0.116, -0.025, 0.053], [0.000, -0.058, 0.090], [0.380, 0.029, -0.105], [-0.029, 0.043, 0.070], [0.033, 0.109, 0.011], [0.043, 0.094, -0.007], [0.054, -0.094, 0.020], [-0.060, 0.078, -0.064], [0.025, -0.001, -0.121], [0.057, 0.031, 0.030], [-0.016, 0.074, 0.048], [0.020, -0.047, 0.159], [0.134, 0.011, -0.082], [0.088, 0.025, 0.084], [-0.055, 0.091, -0.040], [-0.084, 0.068, -0.057], [-0.031, 0.209, 0.020]],
  "mulliken_charge": [1.54, -0.70, -0.77, -0.21, -0.77, -0.63, 0.10, 0.02, -0.08, -0.09, -0.22, -0.24, -0.51, 0.17, -0.77, -0.19, -1.03, -0.79, -0.93, 0.24, -0.40, 0.85, -0.86, -0.16, -0.81, -0.35, -1.16, -1.08, -0.74, -0.28, 1.24, -0.56, -0.35, -0.02, 0.62, -0.05, 0.31, 0.34, 0.27, 0.44, 0.33, 0.30, 0.45, 0.43, 0.53, 0.30, 0.40, 0.45, 0.18, 0.29, 0.30, 0.41, 0.45, 0.36, 0.33, 0.30, 0.34, 0.47, 0.38, 0.44, 0.40, 0.44, 0.33],
  "homo_energy_ha": -0.2904,
  "de_lowest_kcal_mol": 36.2,
  "multiplicity": 1,
  "e_lumo_ev": -0.072,
  "homo_lumo_gap_ha": 0.288
}

{
  "formula": "C7H8",
  "method": "ωB97M-V/def2-TZVPD",
  "elements": ["C", "C", "C", "C", "C", "C", "C", "H", "H", "H", "H", "H", "H", "H", "H"],
  "xyz": [[-0.84352, 0.58832, 0.95636], [-0.50779, -1.21563, -0.49003], [0.12036, 0.04039, -0.02348], [1.48552, -0.22929, 0.63816], [-1.70885, 0.93986, 1.71547], [0.29705, 1.01500, -1.20441], [-1.13218, -2.19401, -0.80908], [-0.66282, 1.21944, -1.68510], [0.72197, 1.95869, -0.84718], [0.97668, 0.58072, -1.94512], [-1.71805, -3.04807, -1.06766], [1.91541, 0.71209, 0.99640], [2.17177, -0.67019, -0.09253], [1.38685, -0.91368, 1.48450], [-2.50239, 1.21636, 2.37371]],
  "forces_ev_per_a": [[-0.403, 0.182, 0.354], [-0.294, -0.465, -0.157], [-0.061, -0.022, 0.016], [0.083, -0.035, 0.049], [0.348, -0.108, -0.288], [0.001, 0.067, -0.087], [0.277, 0.370, 0.102], [0.129, -0.034, 0.077], [-0.076, -0.150, -0.026], [-0.111, 0.041, 0.130], [0.181, 0.106, -0.011], [-0.105, -0.136, -0.055], [-0.139, 0.057, 0.095], [-0.024, 0.092, -0.128], [0.194, 0.036, -0.072]],
  "mulliken_charge": [-1.11, -1.11, 1.89, -1.42, 0.04, -1.43, 0.04, 0.36, 0.37, 0.36, 0.46, 0.36, 0.36, 0.36, 0.46],
  "homo_energy_ha": -0.3616,
  "de_lowest_kcal_mol": 88.7,
  "multiplicity": 1,
  "e_lumo_ev": 0.950,
  "homo_lumo_gap_ha": 0.396
}

{
  "formula": "C4H11NO2",
  "method": "ωB97M-V/def2-TZVPD",
  "elements": ["O", "O", "N", "C", "C", "C", "C", "H", "H", "H", "H", "H", "H", "H", "H", "H", "H", "H"],
  "xyz": [[0.87700, -0.38362, 2.02878], [1.69686, -1.57395, -2.05939], [0.50216, 0.24388, -0.85885], [-0.58761, 0.00886, 0.11341], [-1.82000, 0.83149, -0.25099], [1.56331, -0.74366, -0.86343], [-0.12909, 0.48859, 1.49394], [1.07434, -1.18359, -2.68793], [-0.97115, 0.57574, 2.17816], [0.16154, 0.42695, -1.79296], [-1.55933, 1.81952, -0.64942], [0.69430, -0.47813, 2.97373], [2.56684, -0.37722, -0.63126], [0.29304, 1.48410, 1.30377], [-2.35594, 1.16494, 0.64383], [1.23625, -1.49695, -0.14735], [-2.44218, 0.25826, -0.94002], [-0.80034, -1.06521, 0.14600]],
  "forces_ev_per_a": [[-0.436, 0.261, 0.382], [-0.618, 1.364, -0.112], [0.202, 0.024, -0.228], [0.475, 0.509, 0.069], [0.127, 0.382, 0.051], [-0.427, -1.819, 0.207], [0.589, -0.237, -0.490], [0.263, -0.368, -0.174], [-0.091, -0.125, 0.034], [-0.104, 0.189, 0.049], [0.289, -0.395, -0.534], [0.237, -0.014, -0.342], [-0.287, 0.294, -0.027], [-0.011, -0.015, 0.312], [-0.338, -0.749, -0.068], [0.626, 0.260, 0.628], [-0.221, 0.421, 0.072], [-0.273, 0.019, 0.173]],
  "mulliken_charge": [-0.49, -0.54, -0.47, 0.58, -1.56, -0.18, -0.71, 0.28, 0.44, 0.25, 0.40, 0.29, 0.26, 0.26, 0.40, 0.20, 0.36, 0.24],
  "homo_energy_ha": -0.3326,
  "de_lowest_kcal_mol": 44.5,
  "multiplicity": 1,
  "e_lumo_ev": 0.863,
  "homo_lumo_gap_ha": 0.364
}